Entry 1:
ORCA calculation (ωB97M-V with the def2-TZVPD basis set) on 9 unconnected molecules or ions with the total composition C18H54O21S6 at a distorted geometry.

Bonds (Å) are listed after each position.
Cartesian coordinates (Å):
1 O -0.68384 5.04044 1.12010  S27 1.447
2 H -1.00578 -4.29980 5.15133  C45 1.086
3 O -6.62534 -0.21148 0.03072  S60 1.437
4 H 0.14686 -4.16193 3.64858  C45 1.090
5 H -2.38957 -0.09319 3.92793  O53 0.972
6 O -0.89507 0.04203 1.17389  H49 0.968, H58 0.962
7 O 0.61689 -2.12628 5.71628  S50 1.426
8 C 5.26915 -2.55713 -1.36458  H21 1.092, H51 1.100, O52 1.421, C54 1.522
9 H 1.21292 6.13459 -3.63658  C31 1.088
10 H 0.50906 0.40704 -3.91475  C39 1.087
11 H -2.65000 1.83851 -1.89770  O68 0.963
12 O 2.58389 1.49042 -2.44620  S29 1.447
13 C 0.07537 2.67011 2.83639  H18 1.085, O20 1.409, H35 1.092, C47 1.586
14 S -0.73784 -1.26587 -2.76319  C39 1.813, O55 1.591, O71 1.433, O96 1.452
15 H 2.73590 -0.74524 -1.36154  C42 1.092
16 H -2.13084 1.07391 2.98139  O53 0.963
17 O -1.99096 5.83802 3.05025  S27 1.432
18 H 0.12227 1.88326 3.58171  C13 1.085
19 C -5.75691 -1.20859 -2.26843  S60 1.776, H65 1.090, H81 1.086, H86 1.090
20 O -0.64652 3.76975 3.34240  C13 1.409, S27 1.654
21 H 5.68490 -2.87206 -0.40496  C8 1.092
22 C 1.77827 -3.53009 -4.61715  H33 1.089, C44 1.526, H74 1.093, H93 1.096
23 H 0.29788 5.71741 -2.18651  C31 1.092
24 C 2.47754 -0.41112 3.58610  C26 1.546, H69 1.090, H70 1.090, H99 1.090
25 H 1.77718 -1.61255 2.06869  C26 1.088
26 C 1.72322 -1.68915 3.15218  C24 1.546, H25 1.088, O72 1.437, H94 1.087
27 S -1.47903 4.73719 2.29016  O1 1.447, O17 1.432, O20 1.654, C82 1.841
28 H -2.28129 2.68043 1.37292  C82 1.090
29 S 2.23772 2.60530 -1.59169  O12 1.447, C76 1.801, O92 1.443, O95 1.615
30 C 2.39296 5.21835 -2.02643  C31 1.520, H32 1.086, H64 1.088, O95 1.463
31 C 1.25973 6.08462 -2.55113  H9 1.088, H23 1.092, C30 1.520, H85 1.092
32 H 3.37372 5.48419 -2.41040  C30 1.086
33 H 1.96032 -4.24757 -5.41620  C22 1.089
34 H 7.10492 -2.34910 -2.42094  C54 1.085
35 H -0.16437 2.24367 1.85995  C13 1.092
36 C -3.39985 -2.86990 1.64593  H38 1.094, H84 1.096, H89 1.093, C98 1.500
37 O 1.58344 -3.62959 -0.68610  S78 1.436
38 H -3.37746 -3.74843 0.99444  C36 1.094
39 C -0.55352 0.22085 -3.78371  H10 1.087, S14 1.813, H40 1.084, H56 1.089
40 H -1.07693 1.04252 -3.30769  C39 1.084
41 H -3.21265 3.09204 2.78247  C82 1.089
42 C 2.53551 -1.19657 -0.38746  H15 1.092, H43 1.084, S78 1.828, H87 1.087
43 H 1.46245 -1.14798 -0.24075  C42 1.084
44 C 0.42697 -2.83062 -4.50298  C22 1.526, O55 1.433, H73 1.087, H83 1.093
45 C -0.73054 -3.83654 4.20833  H2 1.086, H4 1.090, S50 1.801, H77 1.086
46 O -1.67648 -1.53091 4.81673  S50 1.450
47 C 1.51448 3.23780 2.48845  C13 1.586, H57 1.085, H67 1.087, H79 1.097
48 O -6.96053 -2.62903 -0.44996  S60 1.430
49 H -1.31331 0.16498 0.30916  O6 0.968
50 S -0.36685 -2.13829 4.68346  O7 1.426, C45 1.801, O46 1.450, O72 1.607
51 H 5.21360 -1.46440 -1.25162  C8 1.100
52 O 3.97606 -3.11250 -1.55978  C8 1.421, S78 1.614
53 O -2.79694 0.71808 3.57964  H5 0.972, H16 0.963
54 C 6.11768 -2.75587 -2.61224  C8 1.522, H34 1.085, H61 1.094, H66 1.089
55 O 0.52934 -2.06839 -3.29330  S14 1.591, C44 1.433
56 H -1.03052 -0.03417 -4.72898  C39 1.089
57 H 1.39269 4.16430 1.93743  C47 1.085
58 H -0.36218 -0.75259 1.07554  O6 0.962
59 O -4.68754 -1.75768 0.04251  S60 1.631, C98 1.461
60 S -6.17135 -1.44140 -0.55734  O3 1.437, C19 1.776, O48 1.430, O59 1.631
61 H 5.62671 -2.10781 -3.34438  C54 1.094
62 H -3.55723 3.90006 1.21595  C82 1.086
63 H 0.19550 1.66784 -0.68818  C76 1.086
64 H 2.29153 5.23055 -0.94348  C30 1.088
65 H -5.13313 -0.32021 -2.36496  C19 1.090
66 H 5.97444 -3.76511 -2.99410  C54 1.089
67 H 2.27120 2.55749 2.10623  C47 1.087
68 O -2.50339 1.53035 -0.99742  H11 0.963, H90 0.968
69 H 1.76971 0.40638 3.72078  C24 1.090
70 H 3.00562 -0.41759 4.54013  C24 1.090
71 O -1.89602 -2.04149 -3.09672  S14 1.433
72 O 0.31039 -1.52937 3.35937  C26 1.437, S50 1.607
73 H -0.41499 -3.51743 -4.49569  C44 1.087
74 H 2.06111 -4.00491 -3.67419  C22 1.093
75 H -4.34912 -1.02902 1.92118  C98 1.092
76 C 0.50403 2.62273 -1.10420  S29 1.801, H63 1.086, H88 1.090, H97 1.088
77 H -1.54642 -3.91910 3.49581  C45 1.086
78 S 2.84473 -2.99833 -0.41495  O37 1.436, C42 1.828, O52 1.614, O91 1.446
79 H 1.87157 3.53169 3.48286  C47 1.097
80 H -5.51075 -2.44865 1.88157  C98 1.086
81 H -5.26900 -2.05497 -2.74197  C19 1.086
82 C -2.78527 3.50855 1.87209  S27 1.841, H28 1.090, H41 1.089, H62 1.086
83 H 0.30510 -2.16846 -5.36366  C44 1.093
84 H -3.42724 -3.17276 2.69931  C36 1.096
85 H 1.37891 7.06325 -2.08260  C31 1.092
86 H -6.68043 -0.97867 -2.79878  C19 1.090
87 H 3.28832 -0.75176 0.25780  C42 1.087
88 H 0.43519 3.47401 -0.42665  C76 1.090
89 H -2.38856 -2.49837 1.46394  C36 1.093
90 H -3.34397 1.12657 -0.73917  O68 0.968
91 O 3.49108 -3.40394 0.81350  S78 1.446
92 O 3.08590 2.98754 -0.48813  S29 1.443
93 H 2.61598 -2.83217 -4.72626  C22 1.096
94 H 2.18647 -2.57563 3.57663  C26 1.087
95 O 2.25867 3.87446 -2.58971  S29 1.615, C30 1.463
96 O -0.47141 -0.91404 -1.37968  S14 1.452
97 H -0.00480 2.87771 -2.03138  C76 1.088
98 C -4.60766 -1.99544 1.48223  C36 1.500, O59 1.461, H75 1.092, H80 1.086
99 H 3.17835 -0.18780 2.78211  C24 1.090

Output
Structure (SMILES) = CCOS(C)(=O)=O.CCOS(C)(=O)=O.CCOS(C)(=O)=O.CCOS(C)(=O)=O.CCOS(C)(=O)=O.CCOS(C)(=O)=O.O.O.O

***

Entry 2:
ORCA calculation (ωB97M-V with the def2-TZVPD basis set) on 9 unconnected molecules or ions with the total composition C18H54O9 at a distorted geometry.

Bonds (Å) are listed after each position.
Cartesian coordinates (Å):
1 O 0.38943 11.81746 7.81241  H2 0.960, C64 1.421
2 H 1.15220 12.36504 7.61219  O1 0.960
3 H 3.32287 8.96153 2.96768  C8 1.090
4 C -4.09195 2.34712 8.35647  H30 1.094, C48 1.509, O52 1.447, H61 1.094
5 H 4.52223 8.38873 9.26096  C17 1.096
6 H -5.16163 8.03770 10.59533  C47 1.093
7 H 0.91665 5.92944 7.98649  C58 1.095
8 C 2.44516 8.82420 2.33630  H3 1.090, H57 1.088, C59 1.533, H70 1.092
9 H 0.62499 6.23097 1.67448  O81 0.962
10 H 1.42894 4.42214 10.35299  C35 1.089
11 H 5.18194 9.74872 11.10334  O53 0.959
12 H 2.67625 2.28410 3.50262  O39 0.960
13 C 0.11237 8.10578 12.37206  C27 1.531, H36 1.093, O46 1.434, H60 1.090
14 H 2.68199 10.34440 8.71904  C67 1.091
15 H 0.98527 9.64046 13.53215  C27 1.090
16 H 1.65766 9.28217 9.71187  C67 1.089
17 C 3.85979 8.96632 9.91616  H5 1.096, H51 1.098, O53 1.434, C67 1.515
18 H 0.08461 12.33297 5.81125  C64 1.098
19 H 2.50600 6.76645 2.92713  C59 1.091
20 O -1.11926 6.16452 8.42653  H23 0.966, C58 1.451
21 H -0.61193 9.97529 12.98432  C27 1.093
22 H -1.25525 9.84928 7.06329  C33 1.094
23 H -1.04556 6.83565 9.11761  O20 0.966
24 H -3.77744 7.72229 11.71766  C47 1.086
25 H 0.41887 5.94135 5.52522  C66 1.099
26 C 1.19082 1.56973 5.56738  H43 1.098, C50 1.522, H65 1.091, H69 1.093
27 C 0.35451 9.59321 12.64474  C13 1.531, H15 1.090, H21 1.093, H44 1.085
28 H -4.32898 4.14611 11.33981  O62 0.960
29 H -0.47189 4.64731 6.29722  C66 1.088
30 H -3.72234 1.95120 9.30690  C4 1.094
31 O 0.16508 1.62113 9.32372  C41 1.436, H42 0.960
32 H -0.24784 4.37733 10.71301  C35 1.092
33 C -0.75908 10.40604 6.26293  H22 1.094, H40 1.091, C64 1.497, H75 1.097
34 H 2.50334 8.63168 8.35671  C67 1.093
35 C 0.60456 3.72644 10.50596  H10 1.089, H32 1.092, C41 1.536, H71 1.084
36 H 1.03199 7.70834 11.93501  C13 1.093
37 H -5.49447 5.71748 10.09625  C63 1.089
38 H 1.55024 0.33664 3.83850  C50 1.093
39 O 1.73604 2.29010 3.30858  H12 0.960, C50 1.420
40 H -1.37289 10.34499 5.36308  C33 1.091
41 C 0.24082 3.04765 9.17723  O31 1.436, C35 1.536, H78 1.098, H80 1.089
42 H 0.01149 1.22741 8.46160  O31 0.960
43 H 0.72179 0.79561 6.18896  C26 1.098
44 H 0.68145 10.04826 11.71578  C27 1.085
45 H 0.14721 7.45569 7.51655  C58 1.093
46 O -0.91078 7.92425 11.38351  C13 1.434, H73 0.965
47 C -4.75516 7.39232 11.37798  H6 1.093, H24 1.086, C63 1.519, H74 1.094
48 C -3.17049 3.40939 7.80820  C4 1.509, H49 1.095, H72 1.083, H76 1.099
49 H -3.65967 3.88656 6.95219  C48 1.095
50 C 1.07725 1.29277 4.07532  C26 1.522, H38 1.093, O39 1.420, H55 1.086
51 H 3.52817 8.38123 10.78375  C17 1.098
52 O -5.33567 3.03204 8.63795  C4 1.447, H56 0.966
53 O 4.65877 10.06850 10.36610  H11 0.959, C17 1.434
54 H -3.75456 6.13071 10.16666  C63 1.102
55 H 0.02246 1.29209 3.81532  C50 1.086
56 H -5.85446 2.39051 9.14071  O52 0.966
57 H 2.66649 8.89801 1.27386  C8 1.088
58 C 0.01628 6.37095 7.54686  H7 1.095, O20 1.451, H45 1.093, C66 1.508
59 C 1.74484 7.49715 2.64846  C8 1.533, H19 1.091, H68 1.095, O81 1.428
60 H -0.05548 7.66776 13.35649  C13 1.090
61 H -4.21471 1.55757 7.60994  C4 1.094
62 O -4.36229 5.02198 11.73064  H28 0.960, C63 1.424
63 C -4.67848 6.00922 10.75498  H37 1.089, C47 1.519, H54 1.102, O62 1.424
64 C -0.41398 11.81291 6.64014  O1 1.421, H18 1.098, C33 1.497, H77 1.101
65 H 2.21116 1.61668 5.95103  C26 1.091
66 C -0.38641 5.73035 6.24197  H25 1.099, H29 1.088, C58 1.508, H79 1.088
67 C 2.59981 9.35519 9.17081  H14 1.091, H16 1.089, C17 1.515, H34 1.093
68 H 1.00886 7.68718 3.43685  C59 1.095
69 H 0.62390 2.45487 5.86745  C26 1.093
70 H 1.79353 9.65752 2.60889  C8 1.092
71 H 0.78088 3.02828 11.31588  C35 1.084
72 H -2.79532 4.11206 8.54256  C48 1.083
73 H -1.52972 7.29589 11.77439  O46 0.965
74 H -5.46498 7.50218 12.20284  C47 1.094
75 H 0.14357 9.80311 6.10689  C33 1.097
76 H -2.37787 2.93842 7.20936  C48 1.099
77 H -1.34720 12.39514 6.68237  C64 1.101
78 H 0.97610 3.22448 8.38185  C41 1.098
79 H -1.27708 6.18074 5.80897  C66 1.088
80 H -0.71615 3.38465 8.78028  C41 1.089
81 O 0.95111 7.12340 1.52116  H9 0.962, C59 1.428

Output
Structure (SMILES) = CCO.CCO.CCO.CCO.CCO.CCO.CCO.CCO.CCO

***

Entry 3:
ORCA calculation (ωB97M-V with the def2-TZVPD basis set) on 9 unconnected molecules or ions with the total composition C18H54O9 at a distorted geometry.

Bonds (Å) are listed after each position.
Cartesian coordinates (Å):
1 H 9.39551 3.87455 -0.46356  C75 1.097
2 H 10.14308 -0.31653 4.29450  C23 1.093
3 H 6.30279 3.91536 3.42319  C54 1.096
4 H 9.68155 8.40096 3.50061  O40 0.965
5 H 9.20986 3.46464 3.01568  O24 0.975
6 O 15.62145 7.67890 1.38490  H71 0.984, C78 1.411
7 H 13.68739 5.48271 6.03811  C14 1.095
8 H 8.44811 7.77314 6.91752  C27 1.088
9 H 9.72234 5.67761 1.39574  C32 1.098
10 H 14.94750 5.14061 1.91296  C48 1.091
11 H 10.26474 2.27314 4.61075  C45 1.092
12 C 11.88683 4.24603 6.05730  C14 1.509, H18 1.096, O60 1.436, H61 1.094
13 C 13.86310 10.80434 0.55674  H21 1.089, H38 1.088, H51 1.095, C72 1.518
14 C 12.73676 5.36609 5.50836  H7 1.095, C12 1.509, H55 1.091, H63 1.090
15 H 7.54290 6.37992 4.79007  C26 1.098
16 H 11.16231 0.40688 3.17258  C23 1.097
17 H 8.63472 1.62407 4.32707  C45 1.098
18 H 10.95281 4.20881 5.48541  C12 1.096
19 H 11.39727 5.66112 0.82639  C32 1.083
20 C 12.24488 4.23617 -3.61484  H22 1.092, C33 1.509, H52 1.094, O80 1.433
21 H 13.56832 9.83963 0.96794  C13 1.089
22 H 13.26022 4.33484 -3.22626  C20 1.092
23 C 10.10902 0.40967 3.47888  H2 1.093, H16 1.097, C45 1.503, H49 1.089
24 O 9.53302 2.59269 2.72226  H5 0.975, C45 1.418
25 H 7.67675 4.88635 5.54524  C26 1.096
26 C 7.52196 5.31006 4.54597  H15 1.098, H25 1.096, O41 1.439, C54 1.509
27 C 9.47953 8.08053 6.75955  H8 1.088, H39 1.090, C58 1.518, H67 1.092
28 H 10.54831 9.93854 6.13265  C58 1.092
29 H 11.60414 5.32606 -1.89220  C33 1.095
30 H 10.19093 6.87714 0.29790  C32 1.093
31 H 14.06299 7.36937 0.01146  C78 1.103
32 C 10.58625 6.30657 1.14167  H9 1.098, H19 1.083, H30 1.093, C53 1.519
33 C 11.40586 5.31182 -2.96918  C20 1.509, H29 1.095, H66 1.091, H73 1.095
34 H 8.45555 2.97067 1.13666  O64 0.969
35 H 13.46832 6.10974 2.09970  C48 1.088
36 C 7.71428 5.12587 -0.93256  H43 1.096, H47 1.086, H69 1.093, C75 1.525
37 H 8.28499 3.10831 -1.48695  C75 1.095
38 H 14.17694 11.48135 1.34820  C13 1.088
39 H 9.94108 7.38736 6.05621  C27 1.090
40 O 9.58678 7.71525 2.82799  H4 0.965, C53 1.416
41 O 8.68719 5.02726 3.75069  C26 1.439, H50 0.965
42 H 16.78802 10.09323 -0.57951  O68 0.963
43 H 6.71285 4.99051 -1.35687  C36 1.096
44 H 15.44551 6.37312 -0.25510  C78 1.100
45 C 9.62550 1.77597 3.87791  H11 1.092, H17 1.098, C23 1.503, O24 1.418
46 O 8.83285 9.56632 4.97964  C58 1.456, H65 0.959
47 H 7.59444 5.78266 -0.07575  C36 1.086
48 C 14.20651 5.74608 1.38848  H10 1.091, H35 1.088, C78 1.516, H81 1.096
49 H 9.51917 0.03609 2.64360  C23 1.089
50 H 9.23997 5.81745 3.78667  O41 0.965
51 H 12.93636 11.21804 0.14594  C13 1.095
52 H 12.21861 4.34126 -4.70392  C20 1.094
53 C 10.81513 7.20012 2.34862  C32 1.519, O40 1.416, H62 1.096, H70 1.098
54 C 6.26395 4.94430 3.79786  H3 1.096, C26 1.509, H56 1.093, H79 1.085
55 H 13.08650 5.15288 4.49666  C14 1.091
56 H 5.42785 4.89141 4.49983  C54 1.093
57 H 8.96443 10.15790 6.90536  C58 1.098
58 C 9.55123 9.50708 6.24414  C27 1.518, H28 1.092, O46 1.456, H57 1.098
59 H 14.47970 10.06544 -1.35461  C72 1.094
60 O 11.47289 4.55455 7.39741  C12 1.436, H74 0.961
61 H 12.42355 3.29476 6.00345  C12 1.094
62 H 11.37422 6.67115 3.12852  C53 1.096
63 H 12.17537 6.29642 5.59334  C14 1.090
64 O 7.72185 3.21352 0.55151  H34 0.969, C75 1.413
65 H 8.49007 10.45594 4.87265  O46 0.959
66 H 10.33534 5.14344 -3.09689  C33 1.091
67 H 9.98884 8.06229 7.72499  C27 1.092
68 O 16.04669 10.06549 0.03427  H42 0.963, C72 1.431
69 H 8.26665 5.55783 -1.77071  C36 1.093
70 H 11.42613 8.05230 2.02364  C53 1.098
71 H 15.71685 8.53343 0.90685  O6 0.984
72 C 14.89439 10.67996 -0.54974  C13 1.518, H59 1.094, O68 1.431, H76 1.091
73 H 11.64035 6.33859 -3.26745  C33 1.095
74 H 10.84514 3.87416 7.65556  O60 0.961
75 C 8.31445 3.76128 -0.60896  H1 1.097, C36 1.525, H37 1.095, O64 1.413
76 H 15.15911 11.62871 -1.01825  C72 1.091
77 H 11.11896 2.68458 -3.92234  O80 0.961
78 C 14.85780 6.83145 0.55440  O6 1.411, H31 1.103, H44 1.100, C48 1.516
79 H 6.07536 5.56274 2.92609  C54 1.085
80 O 11.75519 2.94058 -3.24917  C20 1.433, H77 0.961
81 H 13.71099 5.05421 0.69742  C48 1.096

Output
Structure (SMILES) = CCO.CCO.CCO.CCO.CCO.CCO.CCO.CCO.CCO

***

Going through the records in order, we get E values of -127546.7748 -37965.3144 -37966.9020 eV.
Going through the records in order, we get HOMO-LUMO gap values of 10.289 10.426 9.952 eV.
Going through the records in order, we get relative energy (zero: lowest compared OMol25 entry of this formula, charge and spin) values of 4.3 439.1 285.9 kJ/mol.